Density functional theory data (wB97M-V/def2-TZVPD) for C20H22N2O3 as an isolated structure in a non-equilibrium geometry.

The HOMO energy is -0.3100 hartree. As for the energy relative to the best compared isomer or geometry (same formula, charge and spin): 1387.7 kJ/mol. As for the net charge: 0. For the HOMO-LUMO gap, the calculation gives 8.796 eV. The multiplicity is 1.

Geometry (Å):
O -2.63 2.08 -1.17
C -2.18 0.98 -1.31
N -1.23 0.55 -2.10
N -0.46 1.25 -3.04
C 0.09 2.40 -2.97
C 0.67 3.18 -3.87
H 1.73 2.86 -3.90
C 0.59 4.51 -3.53
H -0.36 4.98 -3.72
C 0.79 4.52 -1.98
H 1.65 4.17 -1.61
H 0.43 5.21 -1.41
C 0.06 3.29 -1.72
H -1.24 3.58 -1.35
H 0.27 2.66 -0.80
H 1.43 5.23 -3.78
H 0.17 3.12 -4.88
H -0.84 -0.46 -2.01
C -2.83 -0.24 -0.47
C -4.10 -0.14 0.02
C -4.65 -1.24 0.60
C -3.99 -2.25 1.34
C -2.69 -2.30 0.96
C -1.99 -1.25 0.32
O -0.72 -1.63 -0.24
C 0.18 -0.51 0.61
H 0.13 0.57 0.45
C 0.00 -0.88 2.16
O 0.57 -2.12 2.64
C 1.85 -2.44 2.50
C 1.96 -3.95 2.67
C 3.39 -4.48 2.62
C 4.37 -3.52 2.50
C 4.33 -2.18 2.25
C 2.99 -1.68 2.28
H 2.57 -0.64 2.14
H 5.03 -1.62 1.96
H 5.39 -3.78 2.71
H 3.47 -5.46 2.91
H 1.13 -4.59 3.03
H 0.80 0.09 2.78
H -0.91 -0.71 2.79
H 1.32 -0.77 0.36
H -1.83 -3.06 1.30
H -4.43 -3.14 1.72
H -5.74 -0.97 0.73
H -4.55 0.79 -0.52